No. 1
Molecular formula: C24H56O22Tl
Method: DFT, ωB97M-V with the def2-TZVPD basis set

Positions of all 103 atoms, in Å:
Tl: 8.22079 -16.87945 -22.95921
C: 4.33551 -19.85273 -21.85746
C: 5.31483 -18.95689 -22.51681
C: 5.20889 -18.76358 -24.10501
O: 6.02475 -18.01229 -24.60904
C: 4.11322 -19.42115 -24.80008
C: 3.24345 -20.24373 -24.10950
C: 3.37826 -20.41941 -22.57766
O: 2.56653 -21.11756 -21.83185
O: 2.26101 -20.77571 -24.79837
O: 5.99593 -18.19073 -21.83049
H: 4.54769 -20.13914 -20.83797
H: 3.82569 -19.03997 -25.76880
C: 8.39949 -20.15499 -20.25696
C: 7.92915 -19.55473 -18.89454
O: 8.80032 -19.60281 -17.84498
O: 9.01367 -19.01235 -20.86921
H: 7.50154 -20.42975 -20.81040
H: 8.88786 -21.12639 -20.17975
H: 6.98259 -20.03001 -18.63718
H: 7.77859 -18.47590 -18.93424
H: 8.54783 -20.35057 -17.29844
H: 9.88413 -18.76998 -20.54495
C: 1.34445 -23.02034 -19.18363
C: 0.97494 -24.08368 -18.16019
O: 1.09892 -25.28693 -18.84698
O: 0.12819 -22.68852 -19.92340
H: 2.21904 -23.20379 -19.80777
H: 1.66215 -22.10651 -18.68155
H: 0.03238 -24.15139 -17.61696
H: 1.66968 -24.02772 -17.32215
H: 0.47954 -25.38499 -19.57385
H: -0.43163 -23.45706 -19.79092
C: 5.03447 -23.45349 -24.52865
C: 5.98396 -22.45425 -23.74946
O: 7.33138 -22.80972 -23.86415
O: 5.08454 -24.69899 -23.86894
H: 5.19426 -23.59828 -25.59710
H: 3.98922 -23.14591 -24.49793
H: 5.74604 -22.30122 -22.69681
H: 5.99597 -21.49230 -24.26192
H: 7.37911 -23.68600 -23.47496
H: 4.19768 -25.06208 -23.92586
C: 8.45995 -20.44949 -25.11128
C: 9.52836 -19.34235 -25.56009
O: 8.78250 -18.13179 -25.51024
O: 8.03081 -20.18594 -23.75237
H: 9.06226 -21.35787 -25.09907
H: 7.67608 -20.56835 -25.85929
H: 9.82207 -19.51532 -26.59543
H: 10.44256 -19.23749 -24.97584
H: 8.31583 -18.04216 -26.34437
H: 7.79684 -21.00512 -23.30988
C: -1.19556 -24.57072 -25.78100
C: -1.09157 -23.34987 -26.69704
O: -0.56812 -22.25106 -25.93462
O: -1.78503 -24.39953 -24.55283
H: -0.25664 -25.12435 -25.78686
H: -1.72973 -25.33702 -26.34275
H: -2.06506 -23.03580 -27.07356
H: -0.35900 -23.60955 -27.46124
H: 0.08410 -21.83314 -26.50166
H: -1.83640 -25.25699 -24.12419
C: 0.97977 -14.84189 -25.62757
C: 1.89442 -15.88234 -24.82124
O: 1.01826 -16.88219 -24.06139
O: 0.28623 -15.64471 -26.57478
H: 1.51722 -14.06776 -26.17526
H: 0.21273 -14.45530 -24.95653
H: 2.61288 -15.49363 -24.09956
H: 2.50450 -16.48382 -25.49514
H: 0.49474 -17.23429 -24.78496
H: 0.94804 -16.09445 -27.10522
C: 2.03553 -22.56426 -28.88477
C: 3.54710 -22.60843 -29.11631
O: 4.11393 -21.34156 -29.00063
O: 1.76416 -22.25292 -27.55020
H: 1.57875 -23.49495 -29.22130
H: 1.60387 -21.79541 -29.52558
H: 3.72442 -22.84214 -30.16609
H: 4.12077 -23.28084 -28.47844
H: 4.97931 -21.45868 -29.39935
H: 2.43012 -21.63007 -27.24996
C: 2.81669 -16.20681 -21.06114
C: 2.31681 -15.60136 -19.70831
O: 1.13218 -14.89423 -19.84048
O: 4.19642 -16.42587 -20.87243
H: 2.70677 -15.56554 -21.93565
H: 2.53358 -17.19560 -21.42202
H: 2.98896 -14.82544 -19.34192
H: 2.35919 -16.40785 -18.97627
H: 1.39141 -14.20365 -20.45490
H: 4.53482 -17.19423 -21.33794
C: 6.12189 -16.76876 -28.46629
C: 6.64207 -18.13234 -28.93401
O: 7.39387 -18.86126 -27.94762
O: 5.28755 -16.86860 -27.34123
H: 5.68251 -16.18854 -29.27770
H: 6.91538 -16.07685 -28.18389
H: 7.36820 -17.95503 -29.72735
H: 5.88113 -18.81204 -29.31752
H: 7.44387 -19.79431 -28.16791
H: 5.70582 -17.42086 -26.67665

## Properties
spin multiplicity	1
lowest unoccupied orbital energy	-7.87	eV
energy relative to the best compared isomer or geometry (same formula, charge and spin)	577.87	kJ/mol
total charge	+1
maximum force	7.5	eV/Å
Kohn-Sham gap	3.180	eV
E_tot	-2775.1172	Ha

No. 2
Molecular formula: C24H57N10O6
Method: DFT, ωB97M-V with the def2-TZVPD basis set

Positions of all 97 atoms, in Å:
N: 2.22646 2.53056 2.12350
C: 3.53029 2.03615 1.67950
N: 3.42949 0.57807 1.63684
N: 4.60651 2.41883 2.61499
C: 3.76671 2.57043 0.25148
C: 5.20154 2.65875 -0.24123
C: 6.21528 3.61001 0.38993
C: 7.48769 2.72407 0.59276
C: 7.10090 1.40554 0.04541
N: 5.90406 1.38504 -0.39350
H: 2.21758 2.78159 3.10072
H: 1.91120 3.30118 1.55680
H: 3.20964 0.24319 2.56579
H: 4.29165 0.14992 1.32086
H: 4.84234 1.65003 3.22308
H: 4.36875 3.22412 3.17689
H: 3.25449 1.88525 -0.42578
H: 3.31224 3.54431 0.09163
H: 5.07559 3.02075 -1.26699
H: 5.95429 3.93882 1.38628
H: 6.44180 4.49481 -0.19328
H: 8.36772 3.10233 0.07388
H: 7.73610 2.60590 1.64772
H: 7.71113 0.51488 -0.01815
H: 5.48487 0.55493 -0.82759
C: 0.30535 -0.24791 2.88616
C: -0.61867 -0.55817 4.03996
O: -0.23916 -0.48496 5.20019
N: -1.88725 -0.92279 3.73687
C: -2.49892 -1.06107 2.42027
H: 1.27723 0.01883 3.27934
H: 0.41781 -1.11630 2.23932
H: -0.07340 0.59022 2.30279
H: -2.45306 -1.11578 4.54824
H: -3.35125 -0.39863 2.32763
H: -2.84320 -2.08912 2.28703
H: -1.79381 -0.82189 1.63287
C: 7.16258 -1.73877 -1.59415
C: 5.74457 -2.18005 -1.30310
O: 4.77601 -1.45974 -1.55819
N: 5.56030 -3.39506 -0.76853
C: 6.56027 -4.38114 -0.40114
H: 7.13335 -0.74446 -2.03496
H: 7.75785 -1.71123 -0.67904
H: 7.64131 -2.41336 -2.30258
H: 4.58144 -3.63758 -0.62453
H: 6.39798 -5.29980 -0.96435
H: 6.47954 -4.61386 0.66086
H: 7.56168 -4.01703 -0.60557
C: 2.77009 0.17168 -3.14463
C: 3.00129 1.58953 -3.58342
O: 4.01073 2.18424 -3.21232
N: 2.09709 2.18935 -4.38662
C: 0.86501 1.63235 -4.91457
H: 3.60193 -0.11189 -2.49727
H: 1.83753 0.08103 -2.58421
H: 2.73755 -0.50007 -4.00323
H: 2.33601 3.13701 -4.63412
H: 0.88733 1.63830 -6.00476
H: 0.01235 2.22681 -4.58466
H: 0.73203 0.61171 -4.57351
C: 1.34335 -3.21611 0.88055
C: 1.64700 -4.52963 0.20364
O: 2.53706 -4.61994 -0.63451
N: 0.91181 -5.60716 0.55513
C: -0.16975 -5.67928 1.52152
H: 2.01795 -2.46672 0.47419
H: 0.31702 -2.89789 0.69449
H: 1.51367 -3.29041 1.95579
H: 1.17018 -6.44993 0.06568
H: 0.07775 -6.39178 2.30894
H: -1.08712 -6.01049 1.03387
H: -0.34625 -4.70909 1.97319
C: -6.01222 -0.65251 -1.24862
C: -5.47836 -0.09874 0.05135
O: -4.27455 -0.01846 0.27194
N: -6.38348 0.30706 0.97011
C: -7.83824 0.27988 0.87890
H: -5.16916 -0.93111 -1.87303
H: -6.62763 -1.53446 -1.07093
H: -6.60820 0.09514 -1.77216
H: -5.96784 0.66915 1.81358
H: -8.23211 1.28841 0.98393
H: -8.24610 -0.33248 1.68283
H: -8.17202 -0.12275 -0.06803
C: -12.90559 1.31508 -0.61590
C: -11.41857 1.56354 -0.53220
O: -10.65798 0.75716 -0.01817
N: -10.94916 2.72685 -1.05309
C: -11.69771 3.79171 -1.69491
H: -13.11633 0.35325 -0.16008
H: -13.45875 2.08739 -0.08080
H: -13.23748 1.29340 -1.65426
H: -9.95119 2.83374 -0.96690
H: -11.34559 3.93717 -2.71714
H: -11.56540 4.72730 -1.14978
H: -12.75479 3.55287 -1.72273

## Properties
spin multiplicity	1
lowest unoccupied orbital energy	-2.97	eV
energy relative to the best compared isomer or geometry (same formula, charge and spin)	0.00	kJ/mol
total charge	+1
maximum force	2.3	eV/Å
Kohn-Sham gap	7.587	eV
E_tot	-1947.5591	Ha

No. 3
Molecular formula: C24H57N2O6
Method: DFT, ωB97M-V with the def2-TZVPD basis set

Positions of all 89 atoms, in Å:
C: 4.05408 -2.57792 -1.05842
C: 4.19543 -1.98941 -2.54072
C: 4.30322 -0.40473 -2.57005
N: 3.10219 0.28663 -3.01910
C: 1.99454 0.25294 -2.04291
C: 0.61293 -0.05917 -2.71691
C: -0.32102 -1.00828 -1.88838
C: 0.32027 -2.44219 -1.66302
N: -0.61872 -3.56002 -1.95537
C: 1.96404 1.56083 -1.14031
O: 0.98212 2.31964 -1.09947
O: 3.02568 1.72014 -0.43465
H: 3.75252 -1.79284 -0.32523
H: 3.28837 -3.39849 -1.10221
H: 5.00270 -3.08315 -0.73654
H: 5.05610 -2.53187 -2.99699
H: 3.26840 -2.30167 -3.07776
H: 4.69171 -0.04050 -1.58838
H: 5.11079 -0.14754 -3.31490
H: 2.81323 0.01419 -3.95359
H: 2.20087 -0.58230 -1.32308
H: 0.03406 0.86263 -2.98534
H: 0.81972 -0.59471 -3.69096
H: -1.29064 -1.17233 -2.43108
H: -0.55166 -0.51007 -0.90940
H: 1.20182 -2.49359 -2.35401
H: 0.73039 -2.44419 -0.62784
H: -0.34672 -4.34024 -1.34781
H: -0.35222 -3.88917 -2.88931
C: 9.65083 -1.40010 -4.86848
C: 8.28360 -1.66422 -4.25905
O: 7.63206 -2.80226 -4.79807
C: 8.30030 -4.04152 -4.64360
C: 8.54360 -4.42572 -3.19380
H: 9.56819 -1.27600 -5.95104
H: 10.08688 -0.49428 -4.44270
H: 10.34539 -2.22196 -4.68548
H: 7.63621 -0.81094 -4.46611
H: 8.34684 -1.74541 -3.16922
H: 9.23749 -4.03976 -5.21215
H: 7.65965 -4.79481 -5.10703
H: 9.18589 -3.70738 -2.68197
H: 9.02369 -5.40499 -3.13684
H: 7.59885 -4.46731 -2.64721
C: -3.45679 3.47644 2.67184
C: -2.57088 2.32849 2.21528
O: -3.03212 1.68706 1.03964
C: -3.13627 2.49944 -0.12277
C: -1.81699 3.11792 -0.54852
H: -4.47810 3.12694 2.84310
H: -3.07309 3.90688 3.59959
H: -3.50429 4.27439 1.92903
H: -2.55410 1.56460 2.99606
H: -1.53612 2.65966 2.08436
H: -3.90705 3.26742 0.02086
H: -3.49646 1.84715 -0.92258
H: -1.41204 3.78585 0.21350
H: -1.94738 3.69639 -1.46593
H: -1.07196 2.34346 -0.72940
C: -5.08381 -3.79653 -0.87427
C: -4.00884 -3.68960 0.19491
O: -3.40824 -2.41239 0.26968
C: -4.26899 -1.32260 0.56778
C: -4.97794 -1.45607 1.90471
H: -4.67137 -3.54504 -1.85415
H: -5.48388 -4.81273 -0.91054
H: -5.91668 -3.11725 -0.68486
H: -3.20704 -4.39210 -0.04034
H: -4.40109 -3.98360 1.17576
H: -4.98838 -1.17488 -0.24650
H: -3.64067 -0.43122 0.58939
H: -5.62970 -2.33218 1.93883
H: -5.59161 -0.57362 2.09677
H: -4.24978 -1.55842 2.71292
C: -4.83219 6.53471 5.94427
C: -5.98628 5.57316 5.71329
O: -5.57590 4.23453 5.49664
C: -4.84705 3.62045 6.54616
C: -5.61079 3.54775 7.85766
H: -4.14257 6.51261 5.09728
H: -5.20590 7.55342 6.06726
H: -4.26097 6.27952 6.83819
H: -6.52457 5.87815 4.81415
H: -6.70728 5.62087 6.53688
H: -3.88269 4.12238 6.68078
H: -4.62253 2.60630 6.21002
H: -5.85662 4.53838 8.24418
H: -5.01641 3.03095 8.61366
H: -6.55021 3.00700 7.72195

## Properties
spin multiplicity	1
lowest unoccupied orbital energy	2.31	eV
total charge	-1
maximum force	2.6	eV/Å
Kohn-Sham gap	6.290	eV
E_tot	-1509.5277	Ha

No. 4
Molecular formula: C24H58BeKN2O8
Method: DFT, ωB97M-V with the def2-TZVPD basis set

Positions of all 94 atoms, in Å:
Be: -3.32572 2.79119 3.97096
K: -6.42940 2.60463 1.42649
O: -3.98413 1.23261 1.99574
C: -2.73455 1.05682 1.32316
C: -1.72251 2.22369 1.14244
O: -1.26059 2.84263 2.30571
H: -2.89621 0.61284 0.34089
H: -2.19927 0.31990 1.92194
H: -1.97502 3.11692 0.57106
H: -0.82512 1.84495 0.65322
C: -0.77640 1.13900 -4.90579
C: 0.24007 0.40301 -3.89159
C: 1.37108 -0.27539 -4.72260
C: 2.39761 0.77810 -5.17174
C: 2.96348 1.36260 -3.80795
C: 2.04168 2.06690 -2.83264
N: 0.74655 1.31447 -2.83727
O: -0.26781 2.01766 -2.16829
C: 2.64996 1.76461 -1.47686
C: 1.84916 3.61611 -3.20205
C: -0.47990 -0.66133 -3.25661
H: -1.16808 0.54240 -5.72966
H: -0.39027 2.00474 -5.44385
H: -1.64864 1.49786 -4.35942
H: 1.91870 -0.98613 -4.10368
H: 0.97169 -0.86211 -5.54986
H: 1.77091 1.53602 -5.64174
H: 3.09322 0.33533 -5.88462
H: 3.56762 2.12996 -4.29197
H: 3.76561 0.84229 -3.28454
H: 1.90702 1.93276 -0.69719
H: 2.89140 0.70206 -1.44861
H: 3.56289 2.32943 -1.28806
H: 2.71848 4.23938 -2.99248
H: 1.53676 3.73924 -4.23904
H: 1.05151 4.05378 -2.60180
H: -0.96588 -1.30117 -3.99317
H: -1.25889 -0.25461 -2.61174
H: 0.18867 -1.30592 -2.68597
H: -0.44174 1.40178 -1.45272
C: 1.54935 -5.68328 3.21078
C: 1.51311 -4.61347 1.97331
C: 0.15984 -4.96683 1.26333
C: -0.31195 -4.00805 0.18179
C: -0.41277 -2.61292 0.68776
C: 0.95671 -2.11506 1.36157
N: 1.43347 -3.20160 2.30764
O: 2.41288 -2.87455 3.21681
C: 2.11324 -1.82212 0.31488
C: 0.65595 -0.78224 2.08819
C: 2.78436 -4.88856 1.00114
H: 2.28648 -5.44629 3.97796
H: 1.72912 -6.68054 2.80921
H: 0.58723 -5.80320 3.70882
H: -0.03677 -6.00830 1.00878
H: -0.64624 -4.88691 1.99268
H: -1.28774 -4.20629 -0.26166
H: 0.32115 -4.07036 -0.70331
H: -1.25236 -2.40952 1.35246
H: -0.82779 -2.00573 -0.11671
H: 2.36285 -0.76983 0.17896
H: 3.07854 -2.10016 0.73795
H: 2.03918 -2.34645 -0.63785
H: 0.78185 0.10062 1.46145
H: -0.25949 -0.77737 2.67984
H: 1.22823 -0.71011 3.01307
H: 2.87418 -5.96808 0.88001
H: 3.76150 -4.53100 1.32586
H: 2.50259 -4.38315 0.07742
H: 1.87184 -2.92043 4.00850
C: 2.31926 2.02178 2.78812
O: 1.54296 3.18752 2.64180
H: 2.41425 1.39213 1.90346
H: 3.34316 2.38793 2.86333
H: 2.25962 1.75068 3.84218
H: 0.64842 2.90005 2.44489
C: -5.59529 -0.85645 -0.16818
O: -5.91522 -0.85868 1.20379
H: -6.45909 -1.19710 -0.73906
H: -5.45189 0.19405 -0.42112
H: -4.73228 -1.47989 -0.40192
H: -5.23348 -0.27930 1.55184
C: -2.24960 -0.32108 5.03846
O: -1.99208 0.96898 5.22604
H: -1.30745 -0.77976 4.73835
H: -2.57038 -0.91697 5.89293
H: -2.91173 -0.57371 4.21029
H: -1.14980 1.03450 5.68197
C: -1.50866 7.02625 -0.48671
O: -1.35607 5.82999 0.31456
H: -1.13040 7.94072 -0.02980
H: -1.03422 6.99798 -1.46763
H: -2.54320 7.28501 -0.71223
H: -1.80903 5.08854 -0.09370

## Properties
spin multiplicity	2
lowest unoccupied orbital energy (alpha / beta)	-8.67 / -8.67	eV
total charge	+2
maximum force	4.8	eV/Å
Kohn-Sham gap (alpha / beta)	3.081 / 3.081	eV
E_tot	-2274.3002	Ha

Q: What is the formula in the third record?
A: C24H57N2O6